Density functional theory data (wB97M-V/def2-TZVPD) for a cluster of 2 separate species, C30H51N2O6S in total in a non-equilibrium geometry.

Summary:
* calculated total energy: -2131.82183 a.u.
* charge: +1
* HOMO energy: -11.3 eV
* maximum force: 10.92 eV Å⁻¹
* HOMO-LUMO gap: 3.088 eV
* energy above the lowest of the compared OMol25 structures with the same formula, charge and spin: 1776.0 kJ/mol

CARTESIAN COORDINATES (ANGSTROEM)
C 5.8082 -2.3026 2.2203
C 6.6924 -3.4626 1.4536
C 6.4001 -3.3072 -0.1539
C 7.1184 -1.9324 -0.7522
C 6.1619 -1.0804 -1.7789
C 4.7950 -0.5185 -0.9960
C 5.1807 0.9871 -0.4563
C 4.3135 1.4371 0.9010
C 2.7704 1.8073 0.4877
C 1.6227 1.1395 1.4616
C 1.7886 -0.5148 1.5951
C 0.3373 -1.2896 1.5669
C 0.2455 -2.5093 0.4598
C -0.0513 -1.6847 -0.9439
C -1.5071 -0.8889 -1.1590
C -1.6873 -0.0605 -2.5612
N -0.7035 0.0798 -3.6879
C 0.5796 -0.6757 -3.4909
C 1.0321 -1.5783 -2.1995
O 1.5456 -3.2465 0.5754
C 1.3462 -4.0446 1.8247
O 2.2327 -4.5128 2.7062
O -0.1246 -4.2362 2.0427
C -0.7603 -3.7969 0.7906
C -0.6479 -5.1190 -0.1809
S -1.5182 -4.9154 -1.8330
O -2.0672 -6.3394 -2.2147
O -2.7661 -3.9807 -1.7866
H 5.9527 -2.3445 3.3811
H 6.0800 -1.2229 1.8481
H 4.6824 -2.4889 1.9221
H 6.2971 -4.5085 1.8173
H 7.8484 -3.4161 1.7235
H 5.2379 -3.3122 -0.3273
H 6.8215 -4.2328 -0.7773
H 8.1124 -2.2928 -1.2705
H 7.4628 -1.1880 0.1114
H 5.8875 -1.6681 -2.7777
H 6.7451 -0.1209 -2.1099
H 3.9255 -0.5357 -1.7820
H 4.5070 -1.2395 -0.1141
H 6.3306 0.9438 -0.1427
H 5.0892 1.7945 -1.3243
H 4.8352 2.4294 1.3056
H 4.4208 0.6207 1.7332
H 2.5747 1.4196 -0.6054
H 2.6943 2.9851 0.4489
H 0.5762 1.4523 0.9982
H 1.6496 1.6534 2.5357
H 2.2861 -0.7142 2.6485
H 2.5326 -0.8349 0.7479
H 0.1181 -1.6898 2.6698
H -0.4816 -0.4379 1.3958
H -2.3286 -0.9283 -0.2957
H -2.7257 0.5150 -2.6936
H 1.3718 -0.6165 -4.3829
H 2.0786 -2.1385 -2.1387
H -1.8102 -3.2672 0.8177
H -1.1719 -6.0226 0.3746
H 0.4534 -5.4462 -0.4164
H -0.5751 -4.5420 -2.8061
C -4.8139 5.4339 0.5555
C -4.4825 4.2265 -0.3629
C -5.5301 4.1314 -1.5045
C -6.8752 3.5880 -1.0435
C -6.6998 2.2489 -0.3348
C -5.6822 2.3067 0.8361
N -4.3879 2.9729 0.4551
O -3.6395 2.0435 -0.2910
C -6.3231 3.0451 2.0430
C -5.4766 0.8499 1.3722
C -3.1159 4.6465 -1.0065
H -4.0803 5.5244 1.3661
H -4.7885 6.3748 -0.0099
H -5.8049 5.3967 1.0008
H -5.1515 3.4812 -2.3029
H -5.6838 5.1168 -1.9634
H -7.3777 4.3096 -0.3915
H -7.5319 3.4534 -1.9129
H -7.6776 1.9093 0.0325
H -6.3774 1.5046 -1.0725
H -5.5700 3.3142 2.7914
H -7.0596 2.4076 2.5523
H -6.8767 3.9396 1.7646
H -5.1303 0.1577 0.5966
H -6.4188 0.4318 1.7483
H -4.7562 0.8307 2.1991
H -2.3235 4.7037 -0.2507
H -3.1891 5.6346 -1.4785
H -2.7912 3.9571 -1.7938

Density functional theory data (wB97M-V/def2-TZVPD) for a structure of composition C30H52BN10O2RhSbSi3.

Summary:
* calculated total energy: -3116.15450 a.u.
* multiplicity: 6
* charge: +2
* HOMO energy (alpha / beta): -13.0 / -13.0 eV
* maximum force: 0.78 eV Å⁻¹
* HOMO-LUMO gap (alpha / beta): 8.353 / 4.774 eV
* energy above the lowest of the compared OMol25 structures with the same formula, charge and spin: 220.0 kJ/mol

CARTESIAN COORDINATES (ANGSTROEM)
Rh 0.0651 -0.5938 0.1543
C 3.0973 -0.4010 -1.9034
C 1.8163 -0.7491 -2.5806
C 1.5919 -1.2396 -3.8676
C 0.2249 -1.3869 -3.9654
N -0.3408 -1.0145 -2.8048
N 0.6456 -0.5964 -1.9642
B -1.8640 -0.7843 -2.4566
N -1.9371 0.6858 -1.9774
C -2.1538 1.7715 -2.7423
C -1.4756 2.8379 -2.1973
C -0.8223 2.3173 -1.0815
C 0.1837 3.0011 -0.2268
N -1.1336 1.0288 -0.9242
N -2.2921 -1.7365 -1.2885
C -3.3214 -2.5893 -1.2550
C -3.2115 -3.3809 -0.1245
C -2.0494 -2.9557 0.5043
C -1.3735 -3.5164 1.7015
N -1.5154 -1.9382 -0.1978
N -2.7250 -1.1205 -3.6415
C -2.7779 -2.3271 -4.2720
C -3.7201 -2.2460 -5.2589
C -4.2214 -0.9276 -5.1696
C -5.2746 -0.2825 -6.0122
N -3.6258 -0.2631 -4.1972
H 3.8961 -0.2878 -2.6328
H 3.3918 -1.1859 -1.2052
H 3.0063 0.5386 -1.3552
H 2.3258 -1.4420 -4.6278
H -0.3780 -1.6965 -4.8017
H -2.7633 1.6815 -3.6243
H -1.4349 3.8469 -2.5705
H 0.2177 4.0660 -0.4512
H 1.1804 2.5899 -0.4098
H -0.0359 2.8923 0.8323
H -4.0565 -2.5980 -2.0422
H -3.8706 -4.1742 0.1822
H -2.0985 -3.8565 2.4399
H -0.7222 -2.7726 2.1529
H -0.7597 -4.3727 1.4148
H -2.1521 -3.1503 -3.9643
H -4.0141 -3.0153 -5.9519
H -5.6951 -0.9990 -6.7146
H -4.8612 0.5488 -6.5828
H -6.0828 0.1060 -5.3937
C 3.2770 -1.7132 4.9232
N 2.8055 -1.9783 3.5601
C 3.3276 -3.0164 2.8249
C 2.9164 -3.2998 1.5771
C 1.9078 -2.4495 1.0141
O 1.4200 -2.5219 -0.1281
N 1.4136 -1.4310 1.7769
C 1.8146 -1.2025 3.0279
O 1.2969 -0.2926 3.7359
H 4.2082 -2.2515 5.0723
H 2.5454 -2.0482 5.6558
H 3.4548 -0.6493 5.0477
H 4.0971 -3.5879 3.3249
H 3.3353 -4.1122 1.0049
C 0.8107 4.2814 2.7890
Si 0.6892 2.8759 3.9842
C 2.3625 2.3279 4.5367
C -0.4157 3.2546 5.4193
Sb -0.5357 0.7909 2.7515
Si -1.7480 -0.8861 4.4938
C -0.5598 -2.2138 5.0004
C -3.2609 -1.5352 3.6338
C -2.1300 0.1250 5.9993
Si -3.1952 2.2763 2.2434
C -3.9105 0.9432 1.1758
C -3.0207 3.8976 1.3836
C -3.9816 2.5162 3.8962
H 1.3337 5.0993 3.2939
H -0.1609 4.6592 2.4736
H 1.3931 4.0193 1.9068
H 2.8482 3.2069 4.9722
H 2.9813 1.9695 3.7144
H 2.2992 1.5529 5.2976
H 0.0653 4.0456 6.0036
H -0.5457 2.3970 6.0762
H -1.3974 3.6162 5.1146
H -0.1329 -2.7899 4.1838
H -1.1276 -2.9047 5.6327
H 0.2436 -1.7875 5.5978
H -3.1597 -1.5768 2.5493
H -4.1341 -0.9282 3.8816
H -3.4598 -2.5502 3.9875
H -1.2305 0.2866 6.5947
H -2.8231 -0.4649 6.6089
H -2.5958 1.0880 5.8075
H -3.1646 0.4686 0.5384
H -4.6323 1.4333 0.5123
H -4.4317 0.1837 1.7554
H -2.7803 3.7886 0.3294
H -2.3200 4.5868 1.8527
H -4.0175 4.3490 1.4632
H -3.9372 1.6610 4.5653
H -5.0409 2.7153 3.6926
H -3.5767 3.3950 4.3979

Density functional theory data (wB97M-V/def2-TZVPD) for a cluster of 7 separate species, C30H52O24 in total in a non-equilibrium geometry.

Summary:
* calculated total energy: -2979.93725 a.u.
* charge: 0
* HOMO energy: -7.1 eV
* maximum force: 15.58 eV Å⁻¹
* HOMO-LUMO gap: 6.954 eV
* energy above the lowest of the compared OMol25 structures with the same formula, charge and spin: 638.1 kJ/mol

CARTESIAN COORDINATES (ANGSTROEM)
C 4.3632 2.0679 1.9639
C 3.0526 2.3002 1.2126
O 3.5139 2.8375 -0.0465
C 4.8243 3.1216 0.0206
O 5.4874 3.4726 -0.8904
O 5.2904 2.9073 1.2823
H 4.6979 1.0317 1.9153
H 4.3503 2.3728 3.0073
H 2.4069 3.0516 1.6548
H 2.5428 1.3608 1.0319
C -1.3934 -4.1461 5.7786
C -1.7256 -3.1720 4.6721
C -2.5538 -3.7811 3.5253
O -3.6876 -2.9149 3.4323
C -3.6331 -1.9352 4.3658
O -4.4021 -1.0391 4.4397
O -2.5247 -2.0663 5.1254
H -2.2695 -4.6908 6.1324
H -0.8709 -3.6224 6.5745
H -0.7434 -4.9194 5.3578
H -0.7968 -2.7321 4.2981
H -2.9169 -4.7690 3.8131
H -2.0573 -3.8225 2.5604
C 0.7026 -6.0476 -1.8054
C 0.4286 -5.4939 -3.1671
C 0.0976 -6.5425 -4.2631
O -1.1602 -6.1439 -4.8014
C -1.6100 -5.0367 -4.1590
O -2.5988 -4.4644 -4.4240
O -0.7854 -4.7178 -3.1384
H -0.1535 -6.4801 -1.2746
H 1.0397 -5.2519 -1.1381
H 1.4335 -6.8590 -1.7799
H 1.2706 -4.8812 -3.4893
H 0.0564 -7.5427 -3.8272
H 0.8280 -6.5479 -5.0708
C 7.1712 -3.2435 -0.8454
C 5.7490 -2.9397 -0.4434
C 5.3952 -1.4414 -0.4897
O 4.1215 -1.4092 -1.1390
C 3.7475 -2.6581 -1.4913
O 2.6505 -2.9795 -1.7945
O 4.7773 -3.5269 -1.3069
H 7.4160 -4.3000 -0.7315
H 7.8722 -2.7134 -0.1966
H 7.3752 -2.9482 -1.8765
H 5.6199 -3.3527 0.5650
H 6.1082 -0.9043 -1.1201
H 5.3682 -0.9751 0.4889
C -0.2915 5.1722 -3.6603
O 0.4811 4.0815 -4.0647
C 1.0210 3.3540 -3.0868
O 1.0973 3.6712 -1.9388
O 1.4737 2.2189 -3.6205
C 2.2486 1.3946 -2.7438
H -1.0709 4.8898 -2.9452
H -0.8545 5.5196 -4.5272
H 0.2634 6.0024 -3.2288
H 2.0685 0.3566 -3.0262
H 1.8781 1.4250 -1.7206
H 3.2931 1.6680 -2.8413
C -2.2052 3.1370 -1.0416
C -0.9676 3.5534 -0.2957
O -0.1275 4.2996 -1.1603
C 0.3277 5.4528 -0.7089
O 0.1824 5.8754 0.4022
O 1.0074 6.0379 -1.6976
C 1.3828 7.3860 -1.4579
H -2.8145 4.0296 -1.2085
H -2.7969 2.3824 -0.5296
H -1.9341 2.7458 -2.0217
H -0.4135 2.6627 0.0275
H -1.1981 4.0647 0.6386
H 2.2862 7.4108 -0.8416
H 0.5957 7.9289 -0.9419
H 1.6386 7.8682 -2.3957
C -5.4657 3.4604 0.4329
C -6.1033 2.3200 1.1758
O -5.4120 1.1200 0.7966
C -6.0914 0.1535 0.1479
O -7.2531 0.1752 -0.1286
O -5.2722 -0.8528 -0.1627
C -4.1069 -1.0429 0.6242
H -4.4235 3.5647 0.7473
H -5.9299 4.4180 0.6615
H -5.4703 3.2371 -0.6321
H -7.1649 2.2689 0.9384
H -5.9999 2.3084 2.2609
H -3.8562 -2.0930 0.4952
H -4.2335 -0.8638 1.6937
H -3.2713 -0.4074 0.3385
C 0.0102 -2.4090 -0.0461
C 0.3778 -1.1446 0.7090
O -0.8601 -0.5068 1.0429
C -0.8090 0.5927 1.7864
O 0.0971 1.3881 1.8573
O -1.9752 0.6828 2.3987
C -2.1203 1.7528 3.3271
H 0.7774 -3.1757 -0.0512
H -0.3253 -2.1943 -1.0614
H -0.8779 -2.8838 0.3956
H 0.9900 -0.5635 0.0219
H 0.8567 -1.4241 1.6483
H -2.9543 1.4816 3.9689
H -2.3425 2.6723 2.7889
H -1.2375 1.8650 3.9524